Formula: C16H13NO6ReS5Sb
Source: OMol25
Level of theory: ωB97M-V/def2-TZVPD

Multiplicity: 1
LUMO energy (spin up / spin down) in Ha: -0.320 / -0.322
E_HOMO (spin up / spin down) in eV: -13.748 / -13.744
Largest force on an atom in eV/A: 1.3
Total charge: +2

```
43
Properties=species:S:1:pos:R:3:nbo_charge:R:1
Re 1.1591 -0.5486 -0.1502 1.559
C -2.9680 4.0498 2.6377 -0.268
O -2.0955 4.7407 1.7285 -0.427
C -1.1690 4.0783 1.0741 0.432
C -0.3575 4.8412 0.2090 -0.254
C 0.6384 4.2467 -0.5067 -0.074
C 0.8958 2.8555 -0.4180 -0.318
C 1.9510 2.2222 -1.1507 0.625
C 2.8916 2.9471 -2.0468 -0.700
O 2.1678 0.9730 -1.0604 -0.623
C 0.0443 2.1336 0.4500 0.441
O 0.1854 0.7638 0.5735 -0.563
C -0.9612 2.6928 1.1914 -0.361
H -3.6206 4.8127 3.0456 0.237
H -2.3911 3.5890 3.4394 0.196
H -3.5583 3.3060 2.1027 0.195
H -0.5467 5.9027 0.1343 0.265
H 1.2402 4.8621 -1.1581 0.240
H 2.7453 4.0191 -2.0767 0.244
H 2.7853 2.5387 -3.0538 0.276
H 3.9098 2.7297 -1.7206 0.273
H -1.5625 2.0681 1.8334 0.260
S 5.0873 -0.1267 3.3828 -0.262
Sb 5.3216 -2.4610 3.0133 1.062
S 3.0827 -0.8965 0.8318 0.219
S 3.1938 -2.7385 1.6286 -0.252
S 6.2787 -0.7205 1.7253 -0.251
O 0.4340 -1.4590 -1.8248 -0.599
C -0.0864 -2.4231 -1.1304 0.676
N 0.4129 -2.4561 0.1159 -0.845
S -0.4879 -3.5927 1.0702 2.299
O 0.3857 -4.6328 1.4800 -0.853
O -1.2531 -2.8264 1.9911 -0.864
C -1.4457 -4.0930 -0.3296 -0.193
C -2.4009 -5.0812 -0.3491 -0.198
C -3.0446 -5.3052 -1.5665 -0.108
C -2.7396 -4.5666 -2.7064 -0.180
C -1.7717 -3.5754 -2.6727 -0.099
C -1.1283 -3.3533 -1.4602 -0.230
H -2.6455 -5.6606 0.5305 0.263
H -3.8007 -6.0768 -1.6248 0.253
H -3.2610 -4.7764 -3.6297 0.254
H -1.5147 -3.0025 -3.5532 0.252
```